1.
ORCA calculation (ωB97M-V with the def2-TZVPD basis set) on a structure of composition C33H52AuBF4N3Si4Te.

Properties
- LUMO energy (spin up / spin down): 1.7 / 1.7 eV
- Gap between HOMO and LUMO (spin up / spin down): 5.820 / 5.817 eV
- Total charge: -1

Cartesian coordinates (Å):
1 Au 0.8952 -0.4152 -1.1540
2 C 4.9169 0.8357 0.2570
3 C 3.5605 0.4762 0.2083
4 N 2.8253 0.6350 -0.8672
5 C 3.4121 1.1071 -1.9960
6 C 4.7388 1.5242 -2.0260
7 C 5.4948 1.3816 -0.8504
8 C 5.2984 2.0323 -3.2571
9 C 4.5821 2.0517 -4.3916
10 C 3.2299 1.5453 -4.4131
11 C 2.4768 1.4125 -5.5901
12 C 1.2324 0.8400 -5.5473
13 C 0.7257 0.4269 -4.3043
14 N 1.3994 0.5881 -3.1989
15 C 2.6460 1.1035 -3.2267
16 H 5.4773 0.6496 1.1611
17 H 3.0597 0.0350 1.0640
18 H 6.5393 1.6718 -0.8514
19 H 6.3277 2.3711 -3.2513
20 H 5.0174 2.4160 -5.3146
21 H 2.9061 1.7376 -6.5312
22 H 0.6485 0.6893 -6.4446
23 H -0.2419 -0.0564 -4.1817
24 C -1.4617 1.7524 5.7988
25 Si -0.6247 0.6050 4.5621
26 C -1.3761 -1.0913 4.8057
27 C 1.1901 0.5370 5.0151
28 Si -0.8354 1.2090 2.3085
29 Te 0.1251 -0.8670 1.3279
30 Si 0.3280 3.1791 1.8840
31 C 2.1741 3.0210 2.1371
32 C 0.0389 3.6966 0.1071
33 C -0.2772 4.5624 3.0062
34 Si -3.0915 1.6469 1.9430
35 C -4.0571 0.0530 2.1962
36 C -3.7485 2.9153 3.1676
37 C -3.4567 2.3663 0.2459
38 H -1.0486 1.5605 6.7940
39 H -2.5383 1.5698 5.8407
40 H -1.3139 2.8102 5.5713
41 H -1.2265 -1.4376 5.8330
42 H -0.9284 -1.8220 4.1271
43 H -2.4502 -1.0710 4.5997
44 H 1.3200 0.1055 6.0122
45 H 1.6286 1.5393 5.0177
46 H 1.7459 -0.0716 4.2972
47 H 2.5929 2.2664 1.4663
48 H 2.4187 2.7249 3.1603
49 H 2.6643 3.9769 1.9268
50 H 0.4786 2.9631 -0.5769
51 H 0.4898 4.6735 -0.0957
52 H -1.0282 3.7568 -0.1197
53 H -0.3788 4.2268 4.0407
54 H -1.2516 4.9404 2.6860
55 H 0.4331 5.3946 2.9902
56 H -4.4319 -0.0028 3.2231
57 H -3.4307 -0.8268 2.0163
58 H -4.9129 -0.0025 1.5175
59 H -3.4444 2.7109 4.1946
60 H -4.8428 2.9112 3.1295
61 H -3.4052 3.9221 2.9154
62 H -2.7315 2.0562 -0.5067
63 H -3.4428 3.4593 0.2940
64 H -4.4467 2.0530 -0.0982
65 C -2.8862 -0.0452 -2.4761
66 C -3.4521 -1.0984 -1.5269
67 C -4.7204 -1.6743 -2.1830
68 C -2.5596 -2.2542 -1.0825
69 C -3.1209 -3.1130 -0.1434
70 C -2.4157 -4.2085 0.3294
71 C -1.1896 -4.5238 -0.2323
72 C -0.6054 -3.7163 -1.2076
73 C 0.6646 -4.2380 -1.8888
74 C 0.5148 -5.7416 -2.1952
75 C 1.0604 -3.5789 -3.2121
76 C -1.2223 -2.4672 -1.5035
77 N -0.5002 -1.4398 -2.0865
78 H -3.6885 0.6593 -2.7219
79 H -2.5307 -0.5084 -3.3982
80 H -2.0465 0.4990 -2.0509
81 H -3.7621 -0.5863 -0.6102
82 H -4.4515 -2.1981 -3.1044
83 H -5.4164 -0.8703 -2.4386
84 H -5.2427 -2.3816 -1.5402
85 H -4.1056 -2.8966 0.2603
86 H -2.8296 -4.8276 1.1171
87 H -0.6746 -5.4116 0.1082
88 H 1.4983 -4.1217 -1.1877
89 H -0.3296 -5.9036 -2.8720
90 H 0.3589 -6.3629 -1.3156
91 H 1.4213 -6.0984 -2.6867
92 H 0.2203 -3.5981 -3.9168
93 H 1.8870 -4.1522 -3.6377
94 H 1.3868 -2.5556 -3.1013
95 F 3.1450 -2.8204 0.7835
96 B 4.0276 -2.7432 -0.3017
97 F 5.1960 -2.0344 0.0838
98 F 4.3538 -4.0209 -0.7718
99 F 3.4012 -1.9989 -1.3426

Atomic partial charges in e from the Mulliken method, atoms 1 to 8: number 1, Au, carries 1.878; number 2, C, carries -1.006; number 3, C, carries -0.978; number 4, N, carries 0.493; number 5, C, carries 0.154; number 6, C, carries 1.253; number 7, C, carries -0.952; number 8, C, carries -0.886

---

2.
ORCA calculation (ωB97M-V with the def2-TZVPD basis set) on a structure of composition C33H52BFeN6S3.

Properties
- 2S+1: 6
- LUMO energy (spin up / spin down): -4.2 / -6.7 eV
- Gap between HOMO and LUMO (spin up / spin down): 9.152 / 6.420 eV
- Total charge: +2
- <S²>: 8.77

Cartesian coordinates (Å):
1 Fe 0.4547 0.0145 0.0077
2 C 2.5738 1.1465 3.1681
3 C 2.5159 0.9847 1.6740
4 C 2.7341 -0.2827 1.1064
5 C 3.0175 -1.4654 1.9977
6 C 2.7981 -0.4240 -0.3026
7 C 3.1240 -1.7665 -0.9129
8 C 2.6498 0.7066 -1.1340
9 C 3.0427 0.6080 -2.5846
10 C 2.3250 1.9557 -0.5514
11 C 2.1421 3.1683 -1.4173
12 C 2.2913 2.0978 0.8431
13 C 2.0616 3.4546 1.4474
14 H 3.6095 1.3215 3.4752
15 H 2.2202 0.2573 3.6833
16 H 1.9752 1.9839 3.5121
17 H 2.0961 -1.9370 2.3515
18 H 3.5822 -1.1578 2.8746
19 H 3.6054 -2.2213 1.4871
20 H 4.2046 -1.9319 -0.9200
21 H 2.7672 -1.8351 -1.9373
22 H 2.6720 -2.5826 -0.3554
23 H 2.2329 0.2875 -3.2423
24 H 3.8601 -0.1005 -2.6985
25 H 3.3955 1.5710 -2.9456
26 H 3.0442 3.7863 -1.4019
27 H 1.3166 3.7848 -1.0633
28 H 1.9339 2.8946 -2.4416
29 H 1.0008 3.5999 1.6746
30 H 2.3762 4.2505 0.7791
31 H 2.6149 3.5715 2.3752
32 C -3.0336 3.1801 -5.4347
33 C -1.9828 2.3278 -4.7326
34 C -0.6706 3.1018 -4.7156
35 C -1.8446 0.9868 -5.4470
36 N -2.4672 2.0551 -3.3226
37 C -3.7361 2.3957 -2.8842
38 C -3.9230 1.8406 -1.6721
39 N -2.7801 1.1356 -1.3633
40 B -2.3851 0.2244 -0.2089
41 N -2.9401 0.5335 1.1614
42 C -4.2515 0.5991 1.5938
43 C -4.2288 0.7759 2.9278
44 N -2.9027 0.8074 3.3299
45 C -2.1323 0.6524 2.2333
46 S -0.3932 0.6297 2.2033
47 C -2.4581 0.9776 4.7680
48 C -1.6952 -0.2704 5.2023
49 C -3.6992 1.1248 5.6422
50 C -1.6248 2.2513 4.8827
51 N -2.5885 -1.2427 -0.6371
52 C -3.7759 -1.6893 -1.1845
53 C -3.6361 -2.9983 -1.4527
54 N -2.3583 -3.3740 -1.0732
55 C -1.7336 -2.2783 -0.5941
56 S -0.0882 -2.2178 -0.0361
57 C -1.8933 -4.8016 -1.3205
58 C -1.7066 -4.9461 -2.8276
59 C -2.9857 -5.7366 -0.7968
60 C -0.5966 -5.1376 -0.5974
61 C -1.8797 1.3119 -2.3561
62 S -0.2646 0.6419 -2.3230
63 H -2.6512 3.4310 -6.4226
64 H -3.2193 4.1168 -4.9076
65 H -3.9745 2.6478 -5.5760
66 H -0.4134 3.3556 -5.7440
67 H 0.1401 2.5149 -4.3041
68 H -0.7710 4.0314 -4.1529
69 H -1.5350 1.1586 -6.4777
70 H -2.7977 0.4565 -5.4611
71 H -1.0952 0.3549 -4.9711
72 H -4.4023 2.9956 -3.4735
73 H -4.7748 1.8905 -1.0177
74 H -1.2244 0.5151 -0.1466
75 H -5.0904 0.5028 0.9275
76 H -5.0413 0.8817 3.6196
77 H -2.3199 -1.1581 5.0947
78 H -1.4335 -0.1675 6.2553
79 H -0.7776 -0.4153 4.6380
80 H -4.3354 0.2398 5.6115
81 H -4.2858 2.0072 5.3846
82 H -3.3626 1.2463 6.6704
83 H -0.6968 2.1920 4.3193
84 H -1.3741 2.4092 5.9315
85 H -2.1943 3.1152 4.5375
86 H -4.6150 -1.0368 -1.3527
87 H -4.3302 -3.6919 -1.8851
88 H -2.6340 -4.7614 -3.3705
89 H -1.3828 -5.9617 -3.0540
90 H -0.9450 -4.2546 -3.1908
91 H -3.9183 -5.6630 -1.3518
92 H -3.1864 -5.5527 0.2591
93 H -2.6361 -6.7625 -0.9016
94 H 0.2634 -4.6188 -1.0118
95 H -0.4342 -6.2064 -0.7345
96 H -0.6563 -4.9454 0.4735

Atomic partial charges in e from the Mulliken method, atoms 1 to 8: number 1, Fe, carries -0.075; number 2, C, carries -2.099; number 3, C, carries 0.493; number 4, C, carries 1.909; number 5, C, carries -2.122; number 6, C, carries 0.432; number 7, C, carries -2.369; number 8, C, carries -0.005

---

3.
ORCA calculation (ωB97M-V with the def2-TZVPD basis set) on a structure of composition C33H52BN5O2P2S2Sn.

Properties
- LUMO energy: -5.6 eV
- Gap between HOMO and LUMO: 6.899 eV
- Total charge: +2

Cartesian coordinates (Å):
1 Sn -18.8699 11.4303 5.4842
2 C -14.0478 13.3965 2.6406
3 C -12.9218 12.6078 3.2630
4 C -11.5817 12.9341 2.6010
5 C -13.2340 11.1813 2.9100
6 P -12.6664 12.7016 5.0969
7 C -14.3805 12.6353 5.6229
8 N -14.4589 11.9677 6.9218
9 B -13.5239 11.0967 7.5289
10 N -13.9206 10.9323 8.9251
11 C -13.1452 9.8063 9.5026
12 P -12.3344 9.5976 7.8254
13 C -10.5670 9.8548 7.9045
14 C -9.8475 8.7478 8.7162
15 C -10.3986 11.2458 8.5585
16 C -9.8962 9.8873 6.4756
17 C -12.8643 7.9627 7.1699
18 C -12.0653 7.5948 5.9784
19 C -14.3156 8.2085 6.7499
20 C -12.7242 6.7745 8.2605
21 C -15.0205 11.7313 9.1365
22 C -15.7954 12.0419 10.2792
23 C -16.8654 12.9337 10.1327
24 C -17.2336 13.3746 8.8752
25 C -16.5219 13.0555 7.6678
26 C -15.4170 12.3020 7.8999
27 C -12.0963 14.4055 5.5947
28 C -10.5776 14.5409 5.5449
29 C -12.8295 15.5795 4.8965
30 C -12.5890 14.5689 7.0459
31 H -13.9498 13.3681 1.5485
32 H -13.9336 14.4994 2.8456
33 H -15.0213 13.0494 2.9377
34 H -11.5601 12.6020 1.5460
35 H -10.8052 12.3798 3.1619
36 H -11.3024 14.0078 2.6160
37 H -13.4308 11.1868 1.9024
38 H -14.1020 10.7542 3.3819
39 H -12.3238 10.4932 3.0372
40 H -14.8993 12.0609 4.8796
41 H -14.9051 13.5632 5.7046
42 H -13.8248 8.9698 9.7920
43 H -12.6237 10.0428 10.4329
44 H -10.2414 8.5083 9.7102
45 H -8.7968 9.0782 8.8094
46 H -9.8315 7.8032 8.1630
47 H -10.5401 11.2668 9.6547
48 H -11.0205 12.0479 8.1731
49 H -9.3459 11.6183 8.5487
50 H -9.7604 8.8884 6.1481
51 H -8.8866 10.2609 6.7147
52 H -10.5029 10.4884 5.8379
53 H -11.0091 7.4514 6.2509
54 H -12.1740 8.3827 5.1850
55 H -12.4952 6.6698 5.5934
56 H -14.4736 9.0801 6.1231
57 H -14.9623 8.3023 7.5922
58 H -14.5955 7.3414 6.1571
59 H -11.6989 6.6139 8.5807
60 H -13.1231 5.7886 7.8567
61 H -13.3829 6.9774 9.1209
62 H -15.6070 11.5627 11.2252
63 H -17.4515 13.1886 11.0044
64 H -18.1536 13.8788 8.8218
65 H -16.7294 13.5143 6.7024
66 H -10.3343 14.8060 4.5041
67 H -10.1055 13.5140 5.7197
68 H -10.1965 15.1969 6.2624
69 H -12.6888 15.6599 3.7478
70 H -12.3617 16.4549 5.3576
71 H -13.8972 15.6436 5.1556
72 H -12.3440 13.7358 7.7347
73 H -13.6881 14.8270 7.0797
74 H -12.1476 15.4077 7.4346
75 N -19.9648 9.5443 -2.1628
76 C -19.6326 10.1188 -1.0252
77 C -20.3793 9.8886 0.1492
78 C -20.0853 10.4490 1.3414
79 C -19.0102 11.3686 1.4155
80 C -18.1523 11.5561 0.3088
81 C -18.5249 10.9911 -0.8845
82 S -18.8335 12.4732 2.8182
83 O -18.6991 13.8506 2.4484
84 O -17.7073 12.0256 3.7243
85 N -20.1425 12.0842 3.7722
86 C -20.6139 13.2103 4.4871
87 S -22.1190 14.0491 4.1520
88 C -21.9674 14.8114 5.6959
89 C -20.8154 14.4413 6.3033
90 N -20.0596 13.5156 5.5889
91 H -20.8186 8.9663 -2.1420
92 H -19.4463 9.5177 -3.0553
93 H -21.2019 9.2130 0.0865
94 H -20.6973 10.3114 2.2194
95 H -17.4142 12.3967 0.3449
96 H -17.9695 11.2284 -1.8006
97 H -22.6592 15.5595 5.9823
98 H -20.6125 14.7226 7.3423

Atomic partial charges in e from the Mulliken method, atoms 1 to 8: number 1, Sn, carries 0.894; number 2, C, carries -1.739; number 3, C, carries 2.098; number 4, C, carries -1.896; number 5, C, carries -2.160; number 6, P, carries 1.123; number 7, C, carries -1.892; number 8, N, carries 0.288

---

One value per record, in order, for DFT total energy: -3439.322034, -4100.031724, -3430.643693 Ha.